Record 1
{
  "formula": "C72H170N10O18",
  "method": "ωB97M-V with the def2-TZVPD basis set",
  "e_homo_ha": -0.29361,
  "smiles": "CC1(C)CCCC(C)(C)N1O.CC1(C)CCCC(C)(C)N1O.CC1(C)CCCC(C)(C)N1O.COCCNCCOC.COCCNCCOC.COCCNCCOC.COCCNCCOC.COCCNCCOC.COCCNCCOC.COCCNCCOC.CC(C)O",
  "total_charge": 0,
  "total_energy_ev": -129161.3703,
  "largest_force_ev_per_a": 3.2,
  "elements": ["C", "C", "C", "C", "C", "C", "N", "O", "C", "C", "C", "H", "H", "H", "H", "H", "H", "H", "H", "H", "H", "H", "H", "H", "H", "H", "H", "H", "H", "H", "C", "C", "C", "C", "C", "C", "N", "O", "C", "C", "C", "H", "H", "H", "H", "H", "H", "H", "H", "H", "H", "H", "H", "H", "H", "H", "H", "H", "H", "H", "C", "C", "C", "C", "C", "C", "N", "O", "C", "C", "C", "H", "H", "H", "H", "H", "H", "H", "H", "H", "H", "H", "H", "H", "H", "H", "H", "H", "H", "H", "C", "C", "C", "O", "H", "H", "H", "H", "H", "H", "H", "H", "C", "O", "C", "C", "N", "C", "C", "O", "C", "H", "H", "H", "H", "H", "H", "H", "H", "H", "H", "H", "H", "H", "H", "H", "C", "O", "C", "C", "N", "C", "C", "O", "C", "H", "H", "H", "H", "H", "H", "H", "H", "H", "H", "H", "H", "H", "H", "H", "C", "O", "C", "C", "N", "C", "C", "O", "C", "H", "H", "H", "H", "H", "H", "H", "H", "H", "H", "H", "H", "H", "H", "H", "C", "O", "C", "C", "N", "C", "C", "O", "C", "H", "H", "H", "H", "H", "H", "H", "H", "H", "H", "H", "H", "H", "H", "H", "C", "O", "C", "C", "N", "C", "C", "O", "C", "H", "H", "H", "H", "H", "H", "H", "H", "H", "H", "H", "H", "H", "H", "H", "C", "O", "C", "C", "N", "C", "C", "O", "C", "H", "H", "H", "H", "H", "H", "H", "H", "H", "H", "H", "H", "H", "H", "H", "C", "O", "C", "C", "N", "C", "C", "O", "C", "H", "H", "H", "H", "H", "H", "H", "H", "H", "H", "H", "H", "H", "H", "H"],
  "coordinates": [[-1.367, 0.435, -5.805], [-2.163, -0.892, -5.373], [-2.061, -1.842, -6.593], [-0.669, -2.475, -6.770], [-0.359, -3.311, -5.585], [-0.473, -2.420, -4.236], [-1.757, -1.664, -4.198], [-1.921, -0.928, -3.061], [-0.476, -3.397, -3.068], [0.763, -1.495, -4.033], [-3.651, -0.496, -5.149], [-0.378, 0.356, -6.278], [-1.272, 1.223, -5.049], [-1.981, 0.941, -6.542], [-2.786, -2.623, -6.511], [-2.369, -1.372, -7.550], [0.080, -1.729, -6.957], [-0.647, -3.123, -7.668], [0.691, -3.595, -5.532], [-0.951, -4.257, -5.474], [0.392, -4.053, -3.208], [-0.454, -2.873, -2.151], [-1.383, -4.064, -3.074], [0.638, -0.503, -4.522], [0.823, -1.336, -2.966], [1.704, -1.877, -4.467], [-3.686, 0.181, -4.267], [-4.291, -1.393, -4.986], [-4.087, 0.038, -6.015], [-1.327, -0.120, -3.185], [0.061, -1.863, -0.073], [0.461, -0.768, 0.973], [1.248, 0.302, 0.221], [0.443, 1.364, -0.551], [-0.720, 1.915, 0.274], [-1.543, 0.794, 1.056], [-0.654, -0.176, 1.720], [-1.348, -1.227, 2.300], [-2.381, 1.507, 2.173], [-2.448, 0.149, 0.058], [1.442, -1.418, 1.955], [0.896, -2.502, -0.403], [-0.409, -1.425, -0.962], [-0.735, -2.513, 0.228], [1.962, 0.795, 0.852], [1.871, -0.239, -0.485], [0.108, 0.864, -1.504], [0.980, 2.200, -0.893], [-1.431, 2.481, -0.267], [-0.272, 2.561, 1.042], [-2.878, 2.374, 1.760], [-3.131, 0.798, 2.557], [-1.608, 1.837, 2.935], [-3.383, 0.751, -0.071], [-2.016, -0.113, -0.911], [-2.822, -0.871, 0.392], [1.880, -0.688, 2.596], [2.287, -1.799, 1.369], [0.988, -2.213, 2.520], [-1.367, -0.962, 3.236], [-0.040, -7.474, -0.909], [0.471, -7.202, 0.507], [0.898, -5.696, 0.489], [1.185, -5.063, 1.821], [-0.028, -5.073, 2.646], [-0.523, -6.572, 2.813], [-0.606, -7.288, 1.492], [-1.041, -8.619, 1.658], [0.294, -7.217, 3.900], [-1.925, -6.455, 3.267], [1.643, -8.162, 0.776], [-0.948, -6.987, -1.235], [-0.142, -8.512, -1.124], [0.709, -7.190, -1.618], [1.801, -5.652, -0.118], [0.144, -5.171, -0.091], [1.565, -4.065, 1.643], [1.973, -5.583, 2.350], [-0.853, -4.560, 2.160], [0.219, -4.703, 3.643], [1.373, -7.138, 3.714], [0.135, -6.513, 4.733], [0.030, -8.234, 4.137], [-2.201, -7.397, 3.766], [-1.934, -5.707, 4.097], [-2.663, -6.134, 2.528], [2.399, -7.817, 1.462], [2.164, -8.333, -0.169], [1.321, -9.163, 1.106], [-1.810, -8.742, 1.072], [2.817, 2.008, -3.492], [1.844, 2.999, -4.113], [2.619, 4.097, -4.845], [0.937, 2.310, -4.968], [3.583, 2.502, -2.880], [3.265, 1.482, -4.272], [2.289, 1.287, -2.913], [1.316, 3.469, -3.296], [2.059, 4.788, -5.411], [3.199, 3.454, -5.568], [3.294, 4.559, -4.153], [0.187, 2.908, -5.000], [-0.165, 1.703, -9.284], [-0.865, 2.700, -8.553], [0.015, 3.595, -7.906], [-0.743, 4.617, -7.115], [-1.413, 3.947, -5.995], [-2.525, 4.746, -5.474], [-2.680, 4.306, -4.094], [-2.857, 2.849, -4.152], [-2.692, 2.427, -2.808], [0.387, 2.176, -10.071], [-0.997, 1.178, -9.740], [0.473, 1.070, -8.684], [0.650, 4.053, -8.707], [0.649, 2.988, -7.224], [-1.400, 5.132, -7.820], [-0.077, 5.332, -6.684], [-1.704, 3.080, -6.336], [-3.478, 4.621, -5.994], [-2.183, 5.763, -5.630], [-3.469, 4.766, -3.437], [-1.701, 4.402, -3.506], [-1.782, 2.799, -2.383], [-2.687, 1.347, -2.695], [-3.601, 2.808, -2.306], [-3.666, -5.180, -1.157], [-4.277, -3.919, -0.880], [-3.976, -2.885, -1.793], [-4.877, -1.673, -1.387], [-6.311, -1.982, -1.549], [-7.123, -1.132, -0.687], [-8.568, -1.516, -0.577], [-8.584, -2.825, 0.061], [-9.866, -3.320, 0.181], [-4.108, -5.577, -2.045], [-3.902, -5.820, -0.314], [-2.582, -4.971, -1.308], [-4.183, -3.136, -2.826], [-2.958, -2.532, -1.791], [-4.540, -0.884, -2.026], [-4.575, -1.461, -0.315], [-6.515, -2.921, -1.147], [-7.012, -0.089, -1.050], [-6.748, -1.053, 0.294], [-9.082, -1.565, -1.502], [-9.164, -0.844, 0.077], [-10.297, -3.725, -0.733], [-10.586, -2.513, 0.558], [-9.932, -4.049, 1.016], [1.528, -4.066, 6.302], [0.138, -3.938, 6.012], [-0.191, -2.647, 5.493], [-1.661, -2.599, 5.191], [-2.099, -1.160, 4.948], [-2.177, -0.387, 6.229], [-2.642, 1.052, 6.014], [-4.073, 1.172, 5.778], [-4.834, 0.633, 6.792], [2.033, -4.117, 5.312], [1.568, -5.062, 6.759], [1.976, -3.242, 6.840], [0.460, -2.355, 4.666], [-0.002, -1.962, 6.326], [-2.212, -3.020, 6.009], [-1.970, -3.237, 4.370], [-3.058, -1.201, 4.499], [-1.124, -0.392, 6.601], [-2.817, -0.929, 6.928], [-2.176, 1.439, 5.094], [-2.363, 1.730, 6.846], [-4.884, -0.448, 6.794], [-5.832, 1.034, 6.620], [-4.326, 0.865, 7.724], [5.575, 1.808, -0.344], [6.820, 1.512, -0.842], [7.275, 2.283, -1.908], [8.501, 1.534, -2.497], [9.034, 2.177, -3.701], [8.672, 1.308, -4.897], [9.266, -0.067, -4.853], [10.726, 0.038, -5.031], [11.428, -1.166, -5.000], [4.830, 1.347, -1.033], [5.413, 2.810, -0.040], [5.444, 1.109, 0.491], [7.435, 3.278, -1.547], [6.476, 2.357, -2.709], [8.105, 0.504, -2.681], [9.256, 1.444, -1.673], [10.037, 2.116, -3.654], [8.927, 1.770, -5.832], [7.580, 1.188, -4.984], [8.888, -0.682, -5.699], [9.020, -0.604, -3.953], [11.404, -1.653, -6.000], [11.053, -1.911, -4.242], [12.455, -0.985, -4.772], [2.397, 3.218, 1.807], [3.255, 4.273, 1.964], [4.203, 4.074, 2.993], [5.067, 5.310, 3.028], [5.879, 5.327, 1.849], [6.557, 6.593, 1.592], [7.406, 6.510, 0.302], [6.557, 6.632, -0.826], [7.014, 6.164, -2.044], [3.026, 2.273, 1.737], [1.873, 3.309, 0.846], [1.705, 3.035, 2.630], [4.851, 3.173, 2.788], [3.663, 3.918, 3.917], [5.686, 5.350, 3.951], [4.361, 6.170, 3.100], [5.377, 5.150, 0.984], [7.130, 6.738, 2.523], [5.863, 7.466, 1.514], [7.811, 5.511, 0.336], [8.299, 7.201, 0.213], [7.097, 5.073, -1.941], [7.914, 6.646, -2.430], [6.240, 6.255, -2.795], [1.386, 2.257, 6.297], [1.017, 3.190, 5.269], [-0.001, 4.238, 5.453], [0.516, 5.507, 4.842], [1.752, 5.926, 5.458], [2.232, 7.242, 5.005], [3.397, 7.645, 5.922], [4.372, 6.667, 5.689], [5.310, 6.613, 6.708], [0.583, 2.057, 7.060], [2.260, 2.606, 6.836], [1.672, 1.317, 5.802], [-0.215, 4.329, 6.494], [-0.841, 3.824, 4.862], [-0.196, 6.337, 5.017], [0.581, 5.357, 3.767], [2.474, 5.200, 5.336], [1.440, 7.881, 5.183], [2.587, 7.208, 3.913], [3.131, 7.565, 6.961], [3.841, 8.624, 5.746], [4.869, 6.252, 7.661], [5.593, 7.630, 7.057], [6.160, 6.017, 6.434], [-5.982, 2.036, 2.046], [-6.154, 0.586, 1.974], [-6.153, -0.024, 3.240], [-5.938, -1.570, 3.071], [-4.570, -1.867, 2.732], [-4.236, -3.254, 2.456], [-5.373, -4.143, 1.925], [-6.075, -4.672, 2.987], [-7.001, -5.612, 2.639], [-5.294, 2.250, 2.875], [-6.922, 2.544, 2.082], [-5.577, 2.367, 1.116], [-7.098, 0.174, 3.744], [-5.432, 0.427, 3.953], [-6.665, -1.806, 2.265], [-6.271, -2.000, 4.004], [-4.212, -1.358, 1.946], [-3.934, -3.684, 3.428], [-3.410, -3.371, 1.746], [-4.936, -4.961, 1.385], [-5.973, -3.534, 1.240], [-7.478, -5.973, 3.558], [-6.460, -6.478, 2.098], [-7.695, -5.140, 1.997]]
}



Record 2
{
  "formula": "C5H15NO2",
  "method": "ωB97M-V with the def2-TZVPD basis set",
  "e_homo_ha": [-0.15048, -0.15109],
  "spin_multiplicity": 2,
  "total_charge": -1,
  "relative_energy_kcal_mol": 26.8,
  "total_energy_ev": -11011.3225,
  "largest_force_ev_per_a": 1.6,
  "elements": ["C", "C", "C", "C", "C", "N", "H", "H", "H", "H", "H", "H", "H", "H", "H", "H", "H", "H", "H", "O", "H", "H", "O"],
  "coordinates": [[0.383, -1.395, -0.507], [-0.436, -1.432, 0.779], [-1.767, -0.771, 0.569], [-1.923, 0.341, -0.263], [-3.070, 1.065, -0.512], [0.376, -0.872, 1.872], [0.740, -0.345, -0.667], [1.259, -2.070, -0.479], [-0.245, -1.711, -1.348], [-0.604, -2.525, 0.983], [-2.550, -1.009, 1.302], [1.299, 0.573, -3.067], [-1.059, 0.750, -0.749], [-2.991, 1.960, -1.138], [-4.013, 0.775, -0.060], [-0.147, -0.134, 2.305], [1.277, -0.491, 1.606], [2.120, 1.258, 0.232], [1.675, 2.819, 0.231], [1.456, 1.967, -0.182], [1.627, 0.991, -2.545], [3.754, 0.183, 0.964], [2.839, 0.071, 0.672]]
}



Record 3
{
  "formula": "C24H54N3O12P3",
  "method": "ωB97M-V with the def2-TZVPD basis set",
  "e_homo_ha": -0.38146,
  "smiles": "CCOP(=O)(OCC)OCC.CCOP(=O)(OCC)OCC.CCOP(=O)(OCC)OCC.CC#N.CC#N.CC#N",
  "total_charge": 0,
  "total_energy_ev": -82678.9382,
  "largest_force_ev_per_a": 1.0,
  "elements": ["C", "C", "N", "H", "H", "H", "C", "C", "N", "H", "H", "H", "C", "C", "N", "H", "H", "H", "C", "C", "O", "P", "O", "O", "C", "C", "O", "C", "C", "H", "H", "H", "H", "H", "H", "H", "H", "H", "H", "H", "H", "H", "H", "H", "C", "C", "O", "P", "O", "O", "C", "C", "O", "C", "C", "H", "H", "H", "H", "H", "H", "H", "H", "H", "H", "H", "H", "H", "H", "H", "C", "C", "O", "P", "O", "O", "C", "C", "O", "C", "C", "H", "H", "H", "H", "H", "H", "H", "H", "H", "H", "H", "H", "H", "H", "H"],
  "coordinates": [[-4.629, 2.006, -32.346], [-5.830, 1.273, -31.952], [-6.777, 0.685, -31.675], [-4.054, 1.370, -33.020], [-3.999, 2.185, -31.478], [-4.914, 2.928, -32.844], [-9.187, -0.038, -29.798], [-10.398, -0.278, -29.042], [-11.381, -0.436, -28.471], [-8.270, -0.324, -29.283], [-9.060, 1.039, -29.930], [-9.187, -0.500, -30.780], [-8.046, -3.670, -29.827], [-8.282, -3.273, -28.441], [-8.450, -2.928, -27.360], [-7.307, -4.464, -29.874], [-7.740, -2.803, -30.409], [-8.981, -4.045, -30.245], [-12.004, 0.480, -25.365], [-12.094, 1.814, -26.076], [-10.997, 2.662, -25.693], [-9.670, 2.753, -26.519], [-9.752, 2.538, -27.959], [-9.135, 4.183, -26.156], [-8.994, 4.621, -24.796], [-7.569, 5.007, -24.534], [-8.709, 1.772, -25.725], [-7.918, 0.753, -26.377], [-7.373, -0.166, -25.307], [-12.767, -0.217, -25.712], [-11.047, 0.004, -25.583], [-12.126, 0.602, -24.288], [-12.083, 1.674, -27.157], [-13.016, 2.334, -25.818], [-9.664, 5.477, -24.690], [-9.316, 3.863, -24.081], [-7.199, 5.748, -25.239], [-7.462, 5.333, -23.500], [-6.931, 4.123, -24.651], [-8.546, 0.205, -27.075], [-7.102, 1.244, -26.910], [-6.633, -0.836, -25.745], [-6.915, 0.417, -24.508], [-8.157, -0.797, -24.889], [-8.847, 3.969, -31.710], [-7.768, 4.812, -32.353], [-7.859, 6.211, -32.066], [-9.036, 7.130, -32.584], [-8.699, 8.547, -32.585], [-9.381, 6.483, -33.985], [-10.637, 6.792, -34.636], [-10.605, 8.171, -35.251], [-10.304, 6.742, -31.716], [-10.633, 7.543, -30.564], [-11.287, 6.643, -29.530], [-8.699, 2.926, -32.006], [-8.829, 3.977, -30.619], [-9.837, 4.247, -32.067], [-6.782, 4.518, -31.992], [-7.800, 4.615, -33.427], [-10.746, 6.028, -35.404], [-11.435, 6.675, -33.904], [-10.720, 8.955, -34.503], [-9.633, 8.321, -35.722], [-11.388, 8.303, -35.999], [-9.739, 7.998, -30.134], [-11.289, 8.353, -30.883], [-10.661, 5.774, -29.336], [-11.427, 7.179, -28.589], [-12.281, 6.331, -29.852], [-14.710, -2.967, -36.291], [-13.642, -1.984, -36.680], [-12.489, -2.179, -35.852], [-11.081, -2.509, -36.516], [-10.854, -1.841, -37.790], [-10.088, -2.163, -35.340], [-9.957, -0.803, -34.893], [-9.215, -0.816, -33.574], [-11.001, -4.080, -36.556], [-11.116, -4.842, -35.346], [-11.546, -6.253, -35.691], [-14.961, -2.949, -35.232], [-15.596, -2.847, -36.914], [-14.351, -3.986, -36.486], [-13.373, -2.134, -37.726], [-13.983, -0.957, -36.558], [-9.414, -0.213, -35.632], [-10.957, -0.388, -34.767], [-8.168, -1.099, -33.672], [-9.303, 0.126, -33.037], [-9.679, -1.585, -32.944], [-10.148, -4.871, -34.841], [-11.847, -4.387, -34.677], [-11.735, -6.789, -34.757], [-12.478, -6.231, -36.254], [-10.764, -6.804, -36.209]]
}